This record from the OMol25 dataset describes C4H9NO in the gas phase. The level of theory is ωB97M-V with the def2-TZVPD basis set.

Each line ends with the Mulliken charge.
Cartesian coordinates (Å):
1 C -1.3550 0.2535 1.2866  -0.691
2 C -1.0354 -0.6748 -1.6765  -0.750
3 N 0.1322 -0.2313 -1.1691  -0.114
4 C 0.5915 -0.1732 0.0679  0.543
5 O -0.2183 -0.5862 1.0810  -0.402
6 C 1.9443 0.3398 0.4255  -0.972
7 H -2.1846 -0.0269 0.6307  0.263
8 H -1.0995 1.3012 1.0910  0.302
9 H -1.6529 0.1381 2.3298  0.243
10 H -1.6722 -1.2860 -1.0564  0.263
11 H -1.1452 -0.6414 -2.7489  0.261
12 H 0.7633 0.1724 -1.8520  0.215
13 H 2.5542 0.5418 -0.4618  0.324
14 H 2.4850 -0.3935 1.0363  0.266
15 H 1.8925 1.2663 1.0159  0.249

As for the HOMO energy: -6.2 eV. The value obtained for the gap between HOMO and LUMO is 7.132 eV. As for the total energy: -7828.745 eV. The relative energy (zero: lowest compared OMol25 entry of this formula, charge and spin) comes out at 82.4 kcal/mol. The LUMO energy comes out at 0.92 eV.

This record from the OMol25 dataset describes C4H9NO in the gas phase. The level of theory is ωB97M-V with the def2-TZVPD basis set.

Each line ends with the Mulliken charge.
Cartesian coordinates (Å):
1 C -0.7549 1.3305 -1.6695  -0.724
2 O -0.5766 0.5252 -0.5300  -0.286
3 C 0.7749 0.2119 -0.2722  -0.534
4 C 0.8328 -0.8300 0.8403  -0.061
5 C -0.1911 -0.8006 1.9101  -0.356
6 N -0.1789 -1.8834 0.9269  -0.604
7 H -0.4126 0.8195 -2.5827  0.294
8 H -0.2216 2.2915 -1.5886  0.282
9 H -1.8250 1.5340 -1.7609  0.233
10 H 1.3202 1.1501 -0.0456  0.321
11 H 1.2489 -0.2142 -1.1701  0.355
12 H 1.8052 -1.2988 0.9982  0.334
13 H -0.9928 -0.0753 1.7897  0.168
14 H 0.0494 -1.0409 2.9468  0.263
15 H -0.8778 -1.7194 0.2074  0.315

The SMILES is COC[C@H]1CN1. As for the HOMO energy: -9.4 eV. The value obtained for the gap between HOMO and LUMO is 10.423 eV. As for the total energy: -7829.737 eV. The relative energy (zero: lowest compared OMol25 entry of this formula, charge and spin) comes out at 59.6 kcal/mol. The LUMO energy comes out at 1.01 eV.

This record from the OMol25 dataset describes 2 unconnected molecules or ions with the total composition C4H9NO at a distorted geometry. The level of theory is ωB97M-V with the def2-TZVPD basis set.

Each line ends with the Mulliken charge.
Cartesian coordinates (Å):
1 C 1.4518 2.5311 -1.0745  -1.170
2 C -1.9958 -1.8596 0.4651  -0.507
3 N 0.3267 -1.8370 -0.0969  -0.504
4 C 0.8067 1.7687 -0.0271  0.288
5 C 0.3844 1.1587 0.9193  -0.362
6 O -0.6480 -1.5337 0.9074  -0.190
7 H 1.0708 -2.3521 0.3698  0.238
8 H 0.7343 -0.9406 -0.3682  0.215
9 H 0.0115 0.7338 1.8074  0.398
10 H 1.0581 3.5472 -1.1024  0.295
11 H 1.2776 2.0587 -2.0426  0.296
12 H 2.5272 2.5934 -0.9063  0.277
13 H -2.4050 -1.0926 -0.1959  0.241
14 H -2.5605 -1.9515 1.3901  0.238
15 H -2.0399 -2.8246 -0.0452  0.249

The SMILES is C#CC.CON. As for the HOMO energy: -9.5 eV. The value obtained for the gap between HOMO and LUMO is 10.494 eV. As for the total energy: -7827.514 eV. The relative energy (zero: lowest compared OMol25 entry of this formula, charge and spin) comes out at 110.8 kcal/mol. The LUMO energy comes out at 0.98 eV.

This record from the OMol25 dataset describes 2 unconnected molecules or ions with the total composition C4H9NO. The level of theory is ωB97M-V with the def2-TZVPD basis set.

Each line ends with the Mulliken charge.
Cartesian coordinates (Å):
1 C 1.2637 -0.8898 -1.1544  -1.173
2 C 0.4934 0.1938 -1.1389  -0.282
3 O -0.9698 -2.1853 0.4500  -0.684
4 C 0.1992 1.0396 0.0548  0.152
5 C -1.1273 1.2961 0.6591  -0.316
6 N -0.1381 0.4623 1.3507  -0.551
7 H -0.3619 -2.3162 -0.2859  0.349
8 H 1.5896 -1.3284 -2.0942  0.258
9 H 1.5992 -1.3730 -0.2384  0.454
10 H 0.1493 0.6191 -2.0808  0.292
11 H -0.5733 -1.4444 0.9425  0.369
12 H 0.8822 1.8888 0.0803  0.373
13 H -2.0086 0.7594 0.3198  0.251
14 H -1.3111 2.3036 1.0318  0.273
15 H 0.3135 0.9744 2.1036  0.236

The SMILES is C=C[C@H]1CN1.O. As for the HOMO energy: -9.9 eV. The value obtained for the gap between HOMO and LUMO is 10.789 eV. As for the total energy: -7829.717 eV. The relative energy (zero: lowest compared OMol25 entry of this formula, charge and spin) comes out at 60.0 kcal/mol. The LUMO energy comes out at 0.86 eV.

This record from the OMol25 dataset describes C4H9NO in the gas phase at a distorted geometry. The level of theory is ωB97M-V with the def2-TZVPD basis set.

Each line ends with the Mulliken charge.
Cartesian coordinates (Å):
1 C 2.0310 -0.2254 -0.5314  -1.185
2 C 0.6512 0.3746 -0.6911  -0.336
3 C -0.0904 0.1636 0.8034  -0.609
4 C -1.5084 0.4743 0.4480  0.511
5 O -1.9950 1.5688 0.1990  -0.652
6 N -2.1921 -0.6487 0.1711  -0.410
7 H 2.6900 -0.0459 -1.3808  0.365
8 H 1.9587 -1.3118 -0.3904  0.317
9 H 2.4635 0.1997 0.3752  0.302
10 H 0.6301 1.4541 -0.7928  0.302
11 H 0.2263 -0.0080 -1.6971  0.308
12 H 0.0699 -0.9000 1.0344  0.291
13 H 0.1301 0.7305 1.7625  0.316
14 H -3.1248 -0.3635 -0.0405  0.252
15 H -1.9600 -1.4909 0.6632  0.229

The SMILES is CCCC(N)=O. As for the HOMO energy: -9.7 eV. The value obtained for the gap between HOMO and LUMO is 10.601 eV. As for the total energy: -7831.093 eV. The relative energy (zero: lowest compared OMol25 entry of this formula, charge and spin) comes out at 28.3 kcal/mol. The LUMO energy comes out at 0.93 eV.

This record from the OMol25 dataset describes C4H9NO in the gas phase at a distorted geometry. The level of theory is ωB97M-V with the def2-TZVPD basis set.

Each line ends with the Mulliken charge.
Cartesian coordinates (Å):
1 O 2.8256 0.3889 -0.7241  -0.468
2 C 1.6624 0.0574 -0.9208  -0.031
3 C 0.8305 -1.0187 -0.0592  -0.504
4 C 0.1350 -0.1649 1.0005  -0.601
5 C -1.2550 0.4185 0.6322  -0.480
6 N -1.0868 1.0680 -0.6390  -0.571
7 H 1.2386 0.3150 -1.8464  0.353
8 H 1.5130 -1.8696 0.2882  0.337
9 H 0.0724 -1.6765 -0.6763  0.240
10 H -0.0422 -0.7619 1.8938  0.348
11 H 0.6563 0.7367 1.3693  0.299
12 H -1.7648 1.2159 1.2269  0.362
13 H -1.8412 -0.5561 0.7669  0.242
14 H -2.1541 1.3711 -0.9275  0.272
15 H -0.7896 0.4762 -1.3845  0.200

The SMILES is NCCCC=O. As for the HOMO energy: -9.6 eV. The value obtained for the gap between HOMO and LUMO is 10.439 eV. As for the total energy: -7829.425 eV. The relative energy (zero: lowest compared OMol25 entry of this formula, charge and spin) comes out at 66.8 kcal/mol. The LUMO energy comes out at 0.85 eV.

What did the sixth record say?
This record from the OMol25 dataset describes C4H9NO in the gas phase at a distorted geometry. The level of theory is ωB97M-V with the def2-TZVPD basis set.

Each line ends with the Mulliken charge.
Cartesian coordinates (Å):
1 O 2.8256 0.3889 -0.7241  -0.468
2 C 1.6624 0.0574 -0.9208  -0.031
3 C 0.8305 -1.0187 -0.0592  -0.504
4 C 0.1350 -0.1649 1.0005  -0.601
5 C -1.2550 0.4185 0.6322  -0.480
6 N -1.0868 1.0680 -0.6390  -0.571
7 H 1.2386 0.3150 -1.8464  0.353
8 H 1.5130 -1.8696 0.2882  0.337
9 H 0.0724 -1.6765 -0.6763  0.240
10 H -0.0422 -0.7619 1.8938  0.348
11 H 0.6563 0.7367 1.3693  0.299
12 H -1.7648 1.2159 1.2269  0.362
13 H -1.8412 -0.5561 0.7669  0.242
14 H -2.1541 1.3711 -0.9275  0.272
15 H -0.7896 0.4762 -1.3845  0.200

The SMILES is NCCCC=O. As for the HOMO energy: -9.6 eV. The value obtained for the gap between HOMO and LUMO is 10.439 eV. As for the total energy: -7829.425 eV. The relative energy (zero: lowest compared OMol25 entry of this formula, charge and spin) comes out at 66.8 kcal/mol. The LUMO energy comes out at 0.85 eV.